{"formula": "C9H14", "method": "ωB97M-V with the def2-TZVPD basis set", "species": ["C", "C", "H", "H", "H", "H", "H", "H", "C", "C", "C", "C", "C", "C", "C", "H", "H", "H", "H", "H", "H", "H", "H"], "positions_angstrom": [[-1.814497, -0.471672, -2.054757], [-1.121775, -1.677617, -2.683470], [-2.248767, -0.771707, -1.101500], [-1.206531, 0.393241, -1.794704], [-2.681246, -0.205663, -2.708687], [-1.536884, -2.620107, -2.335780], [-0.111170, -1.671849, -2.257066], [-1.007234, -1.618173, -3.759576], [0.308963, 2.465466, 0.301310], [1.344797, 0.240838, 0.229123], [0.580507, 1.174441, 0.970781], [1.728313, -0.957080, 0.825741], [0.224373, 0.914233, 2.305495], [1.293749, -1.190378, 2.165680], [0.588361, -0.301201, 2.914808], [1.643724, 0.546314, -0.766903], [2.149153, -1.764542, 0.217218], [0.416257, 3.449710, 0.728522], [-0.808071, 2.625963, 0.267045], [-0.492005, 1.557612, 2.810459], [1.666027, -2.177529, 2.486408], [0.387645, -0.444173, 3.967893], [0.696314, 2.503873, -0.728041]], "forces_ev_per_angstrom": [[-1.666, -0.336, -0.382], [1.448, 0.576, 1.128], [-0.026, -0.026, 0.094], [0.238, -0.065, -0.506], [0.576, 0.296, 0.564], [-0.359, -0.057, -0.390], [0.074, -0.236, -0.227], [-0.234, -0.122, -0.197], [-2.487, 0.592, -1.006], [-1.255, 2.068, 0.932], [2.166, -0.641, -1.284], [-0.127, -0.776, -0.332], [-1.100, 1.046, 0.412], [1.090, -1.674, -0.182], [0.574, -0.498, -0.259], [0.103, -0.165, -0.168], [-0.012, 0.160, 0.351], [1.515, 0.266, 1.012], [0.160, -0.706, -0.638], [0.082, 0.197, -0.019], [-0.477, 0.466, 0.727], [-0.121, -0.306, 0.071], [-0.162, -0.059, 0.297]], "charge": -1, "orbital_gap_ev": [2.84, 7.15], "de_lowest_kj_mol": 76.7, "multiplicity": 2, "lumo_ev": [3.86, 3.77]}

{"formula": "C9H14", "method": "ωB97M-V with the def2-TZVPD basis set", "species": ["C", "C", "C", "C", "C", "C", "C", "H", "H", "H", "H", "H", "H", "H", "H", "C", "C", "H", "H", "H", "H", "H", "H"], "positions_angstrom": [[2.387902, -2.174384, -1.216153], [0.669212, 1.714698, -0.643975], [2.048869, 1.643257, -0.860793], [-0.115340, 0.618601, -0.530817], [2.670664, 0.348370, -0.907126], [0.483335, -0.699743, -0.690617], [1.884020, -0.802050, -0.862290], [0.197409, 2.676815, -0.413234], [2.632396, 2.558797, -0.841708], [-1.186964, 0.650359, -0.434528], [3.739349, 0.359841, -1.101921], [-0.075639, -1.527970, -0.240217], [3.084175, -2.126946, -2.058572], [1.528664, -2.810961, -1.395369], [3.034175, -2.640387, -0.446906], [-2.473359, 0.685414, 2.049170], [-3.352282, -0.172797, 1.112175], [-3.000289, 1.071949, 2.928168], [-1.637215, 0.108982, 2.459759], [-1.971445, 1.503086, 1.544193], [-3.252513, -1.217148, 1.386742], [-2.936580, -0.007877, 0.120979], [-4.358543, 0.240093, 1.043038]], "forces_ev_per_angstrom": [[1.255, -0.051, 0.808], [-0.371, 1.137, 0.600], [0.231, 0.232, 0.270], [0.269, -1.479, -0.236], [-0.514, -0.262, -0.317], [-0.633, 0.357, 0.447], [0.292, 0.737, -0.253], [0.189, 0.020, -0.452], [0.093, -0.138, 0.002], [-0.132, 0.384, 0.155], [0.016, -0.524, -0.106], [0.198, -0.167, -0.486], [-0.427, -0.068, -0.392], [0.116, -0.262, -0.282], [-0.454, 0.136, 0.140], [0.208, -0.343, 0.650], [0.997, 1.336, -0.011], [-0.164, 0.022, -0.176], [-0.127, -0.137, -0.188], [-0.229, 0.242, -0.186], [-0.572, -0.123, -0.126], [-0.014, -0.546, -0.188], [-0.228, -0.503, 0.326]], "charge": -1, "orbital_gap_ev": [2.91, 6.91], "de_lowest_kj_mol": 59.2, "multiplicity": 2, "lumo_ev": [3.74, 3.72]}

{"formula": "C9H14", "method": "ωB97M-V with the def2-TZVPD basis set", "species": ["C", "C", "C", "C", "C", "C", "C", "H", "H", "H", "H", "H", "H", "H", "H", "C", "C", "H", "H", "H", "H", "H", "H"], "positions_angstrom": [[-0.438460, 2.145433, -0.481161], [0.683431, 1.317684, 0.146447], [1.229994, 1.729724, 1.383717], [2.264931, 0.967815, 1.917204], [2.892789, -0.137325, 1.287430], [2.384591, -0.394471, 0.009980], [1.176247, 0.161018, -0.431600], [-1.155833, 2.180930, 0.243017], [-0.742561, 1.514879, -1.375681], [-0.202704, 3.129410, -0.867107], [0.956953, 2.602222, 1.892496], [2.749999, 1.298291, 2.888076], [3.556459, -0.703168, 1.875770], [2.787393, -1.184692, -0.536665], [0.791053, -0.306546, -1.417590], [-2.825003, -1.608225, -0.188090], [-1.992957, -1.993847, -1.514249], [-3.605818, -2.265000, 0.047382], [-2.208446, -1.692877, 0.746372], [-3.051485, -0.539307, -0.287345], [-0.974693, -1.570266, -1.448193], [-2.517872, -1.552295, -2.332262], [-1.758011, -3.099390, -1.557945]], "forces_ev_per_angstrom": [[1.879, -2.540, -2.629], [-0.289, 1.209, 0.586], [1.348, -2.183, -1.401], [1.502, 0.195, 1.631], [-2.752, 2.461, -0.823], [-0.869, -0.536, 1.931], [0.975, -0.300, -2.188], [-2.470, 0.410, 1.533], [-0.271, 0.959, 1.013], [0.450, 0.150, 0.251], [-0.691, 1.157, 0.473], [-0.944, -0.394, -1.051], [1.184, -0.614, -0.071], [0.604, -1.268, -0.946], [0.381, 1.309, 1.693], [3.361, 0.615, -0.368], [0.552, -0.826, 2.722], [-1.678, -0.562, -0.339], [-0.018, 0.161, -0.932], [-0.600, -0.435, 0.210], [-0.605, 0.229, -0.042], [-0.168, -0.311, -0.889], [-0.879, 1.114, -0.362]], "charge": 0, "orbital_gap_ev": 10.01, "de_lowest_kj_mol": 135.3, "multiplicity": 1, "lumo_ev": 1.03}

{"formula": "C9H14", "method": "ωB97M-V with the def2-TZVPD basis set", "species": ["C", "C", "C", "C", "C", "C", "C", "H", "H", "H", "H", "H", "H", "H", "H", "C", "C", "H", "H", "H", "H", "H", "H"], "positions_angstrom": [[-0.923014, 3.054202, 0.473191], [-1.075374, 1.572111, 0.694329], [0.071999, 0.809379, 0.984403], [0.000291, -0.445600, 1.567416], [-1.249547, -1.092029, 1.626748], [-2.373157, -0.452093, 1.114248], [-2.274019, 0.896521, 0.777643], [-0.194721, 3.456837, 1.186412], [-1.834491, 3.653058, 0.506082], [-0.360762, 3.251935, -0.448380], [1.044441, 1.198601, 0.684881], [0.892277, -0.915280, 1.970570], [-1.306651, -2.106569, 1.944866], [-3.269312, -1.009253, 0.879963], [-3.255090, 1.381667, 0.660402], [1.953961, -1.801680, -1.107320], [2.068804, -1.500168, -2.584024], [2.342549, -0.988311, -0.475613], [0.942125, -2.077418, -0.783441], [2.569014, -2.629018, -0.716805], [1.935307, -2.396284, -3.201701], [3.028299, -1.036681, -2.839861], [1.267071, -0.823929, -2.914010]], "forces_ev_per_angstrom": [[1.022, 0.129, -0.369], [0.274, -0.388, 0.656], [0.310, 0.100, -0.189], [-0.799, 0.095, -0.122], [0.292, 0.626, -0.680], [1.157, -0.260, 0.010], [-1.565, 0.285, 0.038], [-0.472, -0.060, 0.378], [0.039, -0.295, -0.075], [-0.545, -0.079, -0.311], [-0.035, 0.216, 0.566], [-0.075, -0.086, -0.323], [-0.042, -0.599, 0.311], [-0.248, 0.120, 0.539], [0.666, 0.207, -0.404], [0.424, -0.389, 1.320], [-0.253, -0.059, -0.495], [-0.585, 0.181, -0.307], [0.108, 0.424, -0.187], [0.028, -0.091, -0.761], [0.195, 0.059, 0.160], [-0.167, -0.154, 0.029], [0.273, 0.019, 0.216]], "charge": 0, "orbital_gap_ev": 9.91, "de_lowest_kj_mol": 62.7, "multiplicity": 1, "lumo_ev": 0.99}

{"formula": "C9H14", "method": "ωB97M-V with the def2-TZVPD basis set", "species": ["C", "C", "C", "C", "C", "C", "C", "H", "H", "H", "H", "H", "H", "H", "H", "C", "C", "H", "H", "H", "H", "H", "H"], "positions_angstrom": [[-2.082470, -0.174063, 0.500522], [-1.027450, -1.036897, 1.051210], [-1.226816, -2.401537, 0.716420], [-0.306067, -3.382039, 1.107961], [0.859433, -2.949968, 1.762706], [1.057858, -1.563549, 2.147240], [0.154779, -0.585627, 1.747146], [-3.138857, -0.312993, 0.879612], [-2.296570, -0.533740, -0.537555], [-1.724896, 0.789697, 0.374091], [-2.098122, -2.663942, 0.272841], [-0.390359, -4.400260, 0.707887], [1.813423, -3.605646, 1.808175], [1.890203, -1.427786, 2.832227], [0.283407, 0.362695, 2.145434], [1.694226, 3.174291, -1.730365], [0.529170, 2.849163, -2.639850], [1.310499, 2.981870, -0.755812], [2.388752, 2.542021, -2.168518], [1.770202, 4.092845, -1.719277], [0.964029, 2.697830, -3.535532], [-0.161111, 2.011255, -2.206051], [-0.263263, 3.536378, -2.760510]], "forces_ev_per_angstrom": [[-2.154, -1.521, -1.547], [1.024, -1.424, 0.198], [3.384, 1.232, 2.912], [1.145, 0.819, -0.585], [1.612, 0.469, -0.297], [-0.716, -2.474, -0.572], [-1.570, -3.311, -0.376], [1.353, 0.662, 0.536], [0.501, 0.340, 0.427], [0.000, 2.255, 0.182], [-2.496, -0.747, -1.559], [-0.031, 0.351, 0.498], [-2.048, 0.793, 0.418], [0.050, 0.617, -0.424], [-0.048, 1.950, 0.178], [-4.093, -7.162, 0.348], [-3.039, -1.486, 3.171], [0.669, -0.915, 1.160], [2.327, -0.646, 0.457], [2.135, 9.130, -0.476], [0.553, -1.223, -3.398], [1.851, 0.544, -1.180], [-0.411, 1.746, -0.072]], "charge": 0, "orbital_gap_ev": 9.54, "de_lowest_kj_mol": 284.2, "multiplicity": 1, "lumo_ev": 0.92}

- Which formula does entry 2 have?
  C9H14